w.
Below is an isolated molecule of C4H6FN3, with properties calculated with ωB97M-V/def2-TZVPD.

- total charge = 0
- HOMO-LUMO gap (hartree) = 0.397
- SMILES = C[C@@H](F)n1ccnn1
- highest occupied orbital energy (eV) = -10.0

The geometry in XYZ format:
```
14
Properties=species:S:1:pos:R:3:mulliken_charge:R:1
C -2.8543 0.5814 0.0015 -0.449
H -3.8126 1.0754 0.1717 0.371
H 2.1219 -0.6665 -1.3090 0.289
C 0.7548 0.3208 -0.1015 0.323
N -2.6205 -0.5634 -0.7982 -0.460
C 1.4788 -0.9343 -0.4114 -0.955
H 0.7592 -1.7068 -0.6073 0.354
H 2.0863 -1.0557 0.5868 0.241
N -0.6680 0.1407 -0.0854 0.507
H -1.0306 1.8648 0.9224 0.279
F 0.9229 1.3743 -1.0806 -0.344
C -1.5895 1.0697 0.3457 -0.056
N -1.3320 -0.7710 -0.8003 -0.398
H 1.0078 0.8249 0.8027 0.299
```



x.
Below is an isolated molecule of C4H6FN3, with properties calculated with ωB97M-V/def2-TZVPD.

- total charge = 0
- HOMO-LUMO gap (hartree) = 0.331
- SMILES = [H]/N=C(/NN=C)C(=C)F
- highest occupied orbital energy (eV) = -8.8

The geometry in XYZ format:
```
14
Properties=species:S:1:pos:R:3:mulliken_charge:R:1
N 0.7698 -1.1864 -0.2099 0.346
N 2.0696 -1.1365 -0.2207 -0.956
C 2.7314 -0.0028 0.1889 -0.340
F -1.7674 -1.7548 0.0787 -0.276
H 3.9047 -0.0515 0.2018 0.233
H -0.3346 1.9412 0.0013 0.184
C -2.6129 0.4951 -0.0959 -0.763
H 0.1525 -2.1298 -0.0092 0.385
C -1.5905 -0.4105 -0.0963 0.676
C -0.0291 -0.0335 -0.1539 0.466
H -2.3215 1.6011 0.0073 0.105
N 0.4989 1.1532 -0.1665 -0.669
H 2.3060 0.9830 0.2864 0.351
H -3.7770 0.5322 0.1881 0.261
```



w is preferred energetically. Next in line: 2.754 eV higher.



w.
Below is the ion CH4ClN2O with charge +1, with properties calculated with ωB97M-V/def2-TZVPD.

- total charge = +1
- HOMO-LUMO gap (hartree) = 0.343
- SMILES = NC(=[NH2+])OCl
- highest occupied orbital energy (eV) = -15.8

The geometry in XYZ format:
```
9
Properties=species:S:1:pos:R:3:mulliken_charge:R:1
H -2.0123 1.0526 -0.2236 0.294
N 0.9523 -0.7921 0.5388 -0.494
N -1.1261 0.6407 -0.2687 -0.268
H 0.6698 -1.3263 -0.2820 0.240
O -0.2952 1.2841 1.7183 -0.238
C -0.2524 0.5318 0.6764 0.725
Cl 0.8802 1.1402 3.0258 0.207
H 1.9957 -0.6134 0.5796 0.293
H -1.1038 -0.2445 -0.7302 0.241
```



x.
Below is the ion CH4ClN2O with charge +1, with properties calculated with ωB97M-V/def2-TZVPD.

- total charge = +1
- HOMO-LUMO gap (hartree) = 0.355
- SMILES = N/C(Cl)=[NH+]/O
- highest occupied orbital energy (eV) = -15.1

The geometry in XYZ format:
```
9
Properties=species:S:1:pos:R:3:mulliken_charge:R:1
H 1.1976 -1.9823 0.5538 0.336
H -0.0794 2.4001 0.0505 0.236
Cl 1.8394 0.6847 0.2915 -0.056
N -0.5213 1.5355 -0.1405 -0.268
N -0.4149 -1.0393 0.1784 -0.191
C 0.2124 0.4551 -0.0267 0.651
H -1.5228 1.4233 -0.3390 0.278
O 0.4843 -2.0695 -0.0768 -0.324
H -1.1954 -1.4077 -0.4915 0.337
```



x is preferred energetically. Next in line: 0.958 eV higher.